(1)
ORCA calculation (ωB97M-V/def2-TZVPD) on C30H31AsN4O2PPtS as an isolated structure.

**Gap between HOMO and LUMO (alpha / beta)**: 6.13 / 6.11 eV
**Electronic energy**: -125870.801 eV
**Net charge**: +1

The geometry in XYZ format:
```
71
Properties=species:S:1:pos:R:3:mulliken_charge:R:1
O -3.60970 1.70930 -0.05110 -0.7203
S 3.00950 0.01480 0.30450 -0.3430
H -5.82130 -2.67810 -0.01210 0.4468
H 1.37420 -5.42350 1.07240 0.2725
C -0.66830 -3.39100 3.63980 -0.7498
C 0.98600 5.05570 1.20630 -0.7597
H 1.41970 6.05650 -1.23300 0.3542
H -0.92890 -5.25510 4.66610 0.4145
H 1.08050 2.71050 2.34980 0.4105
C 5.04950 -3.99570 -0.20590 -0.8922
C 1.75230 2.74270 -1.37210 -0.7747
H 0.86140 -3.48920 -4.90620 0.4211
H 0.34660 4.89720 2.07950 0.3972
H 2.65400 2.13230 -1.43300 0.3335
P 0.67280 2.08810 0.00720 1.7469
C -2.75550 0.84350 0.00610 0.1031
H -0.26860 -1.69310 2.36390 0.2074
H 1.35570 6.08600 1.19270 0.3598
C 3.66750 -3.92210 -0.21450 -0.4854
H -0.43480 -5.25630 -0.47880 0.3200
C -0.57590 -5.50300 -2.59800 -0.8206
As 1.09330 -2.57540 -0.03500 0.6604
H 6.86690 -2.87400 -0.09220 0.3829
Pt 0.19940 -0.39440 0.03070 0.5891
C 0.58090 -3.87850 -3.93780 -0.6763
C -0.49030 -4.75590 3.81580 -0.5463
C 0.56740 -3.50290 1.57780 0.5428
H 3.06250 -4.81410 -0.34130 0.2428
H 0.45910 4.84590 -2.14300 0.3857
C 3.02590 -2.70030 -0.06960 -0.1445
O -1.50100 1.08340 0.07080 -0.7206
C 1.67260 2.77780 1.43220 -0.8641
H 2.56930 2.17260 1.56730 0.4078
H -1.15470 3.45080 -0.93210 0.4176
C 0.97850 -3.22160 -2.78870 -0.6896
C 0.24520 -5.48600 2.89630 -0.8060
H 3.34600 5.30770 0.04310 0.2897
C -0.20960 -5.01460 -3.84120 -0.5307
C 1.05170 5.02530 -1.24110 -0.7557
H 1.21480 2.65050 -2.32110 0.4574
N -2.14250 -1.51600 0.05740 0.0745
C -0.13560 -2.76730 2.52620 -0.1666
C -4.47250 -0.99980 -0.00640 -0.7308
H -1.19670 3.46960 0.82200 0.4732
H -3.95430 -4.32780 0.07190 0.4676
C -0.52890 3.54310 -0.04030 -1.4766
C -3.75980 -3.26560 0.05340 -1.1281
C -2.45350 -2.80290 0.08670 -0.0532
C 0.61140 -3.70380 -1.53470 0.6314
H -1.21050 -6.37360 -2.51920 0.4319
H 3.70000 3.56310 0.07330 0.4437
H -5.22690 -0.22960 -0.02690 0.4940
H 0.38660 -6.54890 3.02850 0.4271
C 5.79040 -2.82800 -0.08830 -0.5516
C 2.90460 4.30730 0.04270 -0.9294
H -0.53500 -5.52140 -4.73620 0.4076
H -0.57950 5.60390 -0.06670 0.3482
H -1.24000 -2.82510 4.35990 0.4374
C -0.15640 -4.85710 -1.44730 -0.0749
N 2.06930 4.15370 1.21950 0.1457
C -4.79360 -2.34410 0.00720 -0.2978
H 5.54910 -4.94890 -0.29290 0.4170
H 5.74890 -0.69560 0.11340 0.4569
C 5.16760 -1.60110 0.03130 -0.7374
H -1.63130 -3.50280 0.15050 0.3782
N 2.13600 4.12540 -1.17540 0.1549
C -3.13180 -0.62890 0.01230 0.4510
C 0.78550 -4.85930 1.78640 0.0996
C 3.77530 -1.52870 0.06330 1.0307
H 1.57710 -2.31410 -2.84180 0.3503
N 0.13410 4.87140 -0.03930 0.1416
```

=====

(2)
ORCA calculation (ωB97M-V/def2-TZVPD) on a single C7H7ClO3S molecule.

**Gap between HOMO and LUMO**: 9.34 eV
**Electronic energy**: -36866.955 eV
**Net charge**: 0
**Energy above the lowest of the compared OMol25 structures with the same formula, charge and spin**: 122.69 kcal/mol

The geometry in XYZ format:
```
19
Properties=species:S:1:pos:R:3:nbo_charge:R:1
C -0.18931 -1.79672 -0.37970 -0.1088
H -0.72338 2.20306 1.51704 0.1765
O 2.64411 1.02093 -1.46474 -0.8733
C -0.27881 0.44036 -0.67897 0.0361
Cl 4.03229 0.06765 0.76163 -0.2851
H -0.00708 -1.48668 1.84101 0.2734
C 0.62391 -1.43426 0.88206 -0.5485
S 2.46208 -0.09606 -0.64778 2.1266
H 1.41810 -2.29138 0.70816 0.2878
H -1.46318 -0.87442 -1.97243 0.2455
C -0.86249 1.66264 -0.66356 -0.2728
H -0.48876 -2.90590 -0.56371 0.2225
H 0.46029 3.10350 0.46837 0.1985
C 1.03698 -0.09197 0.50333 0.0527
O 2.51601 -1.40377 -1.20826 -0.9061
H -1.62549 2.26397 -1.05418 0.2538
O 0.95339 1.25000 1.05716 -0.5333
C -0.64537 -0.87178 -1.21145 -0.2898
C -0.02310 2.15994 0.59663 -0.0558
```

=====

(3)
ORCA calculation (ωB97M-V/def2-TZVPD) on a 2-piece molecular cluster, C4H14N5 overall.

**Gap between HOMO and LUMO**: 9.82 eV
**Electronic energy**: -11816.268 eV
**Net charge**: +1
**Energy above the lowest of the compared OMol25 structures with the same formula, charge and spin**: 7.22 kcal/mol

The geometry in XYZ format:
```
23
Properties=species:S:1:pos:R:3:nbo_charge:R:1
H 0.14426 -0.36071 -4.13995 0.2017
N 0.31335 -0.87110 0.67813 -0.6994
H 0.33472 -1.80198 0.97409 0.4160
C -1.33419 -0.02983 3.87009 -0.3930
C -0.26479 -0.11931 1.60127 0.3811
C -0.26165 0.74923 -4.20892 -0.6091
N -0.18592 -1.97558 2.93742 -0.7011
N 0.63655 0.74857 -2.09675 -0.0812
C 0.69770 1.50555 -3.29444 -0.3148
H 2.56851 0.68371 -2.00539 0.3184
H -0.22334 0.97503 1.45096 0.2394
H 0.83429 -0.55262 -0.11115 0.4522
H -0.98429 -0.56404 4.75229 0.2237
H 0.11697 2.43562 -3.03748 0.2230
H 1.68434 1.77249 -3.76865 0.2050
H -0.14428 1.06184 -5.28604 0.2411
H -0.79021 -2.74028 2.82029 0.3953
H 0.42601 -2.07297 3.84713 0.4003
H -1.30934 0.65343 -3.80489 0.2354
N -0.57080 -0.64288 2.75923 -0.1997
H -1.03649 0.96322 3.97919 0.2230
N 1.68520 0.32075 -1.66311 -0.3782
H -2.33661 -0.13814 3.74665 0.2205
```

=====

(4)
ORCA calculation (ωB97M-V/def2-TZVPD) on C26H17ClF5FeN4O2 as an isolated structure.

**Spin multiplicity**: 2
**Gap between HOMO and LUMO (alpha / beta)**: 5.72 / 5.69 eV
**Electronic energy**: -97789.644 eV
**Net charge**: 0
**Energy above the lowest of the compared OMol25 structures with the same formula, charge and spin**: 52.13 kcal/mol

The geometry in XYZ format:
```
56
Properties=species:S:1:pos:R:3:mulliken_spin:R:1
C -3.06206 -1.57175 -0.31427 0.0079
C -1.33840 4.13352 0.64512 0.0030
C 4.12322 -0.37257 -0.94185 0.0000
O 0.00556 -2.23718 -1.08727 -0.0070
H -1.72705 5.11739 0.87116 0.0001
Fe -0.07193 -0.51390 -0.01984 1.0896
F -2.68316 -2.58747 -1.08860 0.0002
H -1.58451 4.30415 -1.48986 -0.0001
C 0.11274 -5.07456 -0.98813 0.0024
F -3.22140 -2.02995 0.93176 0.0001
C 1.53306 -0.65031 2.32318 -0.0164
H 3.91007 -2.51752 0.79831 0.0004
C -0.16342 -4.29609 0.12882 0.0048
H -0.63429 -4.26893 2.21547 0.0000
C 0.12409 -6.45451 -0.88328 -0.0003
C 2.79727 -1.81572 3.95467 0.0032
O -0.39307 -2.07748 1.01681 -0.0311
H 4.95981 0.22296 -4.17990 0.0001
H 5.97027 0.05065 -1.92287 -0.0001
H 4.32750 -3.08924 3.14901 -0.0002
C 4.90521 -0.09852 -2.05398 -0.0008
C 1.77626 -0.93911 3.65575 -0.0048
H -0.89828 3.60165 2.70497 0.0000
N 0.19825 1.23926 2.33126 0.0036
C 3.54984 -2.37427 2.90860 -0.0008
H 3.00476 -2.08673 4.98001 0.0002
H 0.31614 -4.58968 -1.93356 0.0011
C -0.78399 2.41070 -0.90928 0.0191
C -2.06207 -0.39556 -0.33303 -0.0863
H 0.33663 -7.07810 -1.74004 -0.0001
C 2.18527 -0.46436 -2.35254 -0.0003
F -4.26278 -1.16803 -0.75150 -0.0012
Cl -0.14120 -8.76884 0.48144 0.0001
F -2.75319 0.59513 0.32024 -0.0022
N -0.36403 1.60866 0.07114 0.0274
C 2.74253 -0.56081 -1.07136 0.0162
C 2.97450 -0.18526 -3.45567 0.0070
H 1.15098 -0.50366 4.42468 0.0001
F -2.02782 -0.00856 -1.68470 0.0014
C -0.41823 -6.27214 1.47065 -0.0004
C -0.89369 3.30716 1.66567 -0.0020
C -0.18280 -2.82646 0.00500 -0.0140
H 4.58240 -0.41306 0.03693 0.0001
H -0.62202 -6.75626 2.41519 -0.0001
C 4.34395 0.00156 -3.31872 0.0008
C 2.29515 -1.15940 1.24939 0.0125
H 2.51321 -0.12110 -4.43371 0.0001
N 0.53505 0.18307 1.78860 -0.0333
C -1.26742 3.68502 -0.66338 -0.0012
C 3.32440 -2.06196 1.58529 0.0034
C -0.14530 -7.03590 0.34614 0.0009
H 1.12405 -0.64044 -2.48733 0.0037
H -0.73833 2.01268 -1.91202 -0.0013
N 1.89453 -0.75045 0.01596 -0.0122
C -0.41472 2.06383 1.31836 0.0076
C -0.42486 -4.89274 1.35650 -0.0010
```

=====

(5)
ORCA calculation (ωB97M-V/def2-TZVPD) on a single C5H9BrO2 molecule.

**Gap between HOMO and LUMO**: 10.92 eV
**Electronic energy**: -79468.265 eV
**Net charge**: 0
**Energy above the lowest of the compared OMol25 structures with the same formula, charge and spin**: 0.00 kcal/mol

The geometry in XYZ format:
```
17
Properties=species:S:1:pos:R:3:nbo_charge:R:1
C 1.03543 1.12336 0.07539 -0.3370
C -0.43054 1.17611 -0.32266 0.7742
C 0.76978 -1.49953 0.05487 -0.6151
O -0.88764 1.71770 -1.28446 -0.5544
Br 2.06056 2.24119 -1.15101 0.0152
H 2.43452 -0.34973 -0.62921 0.2266
C 1.68602 -0.28108 0.15542 -0.4135
H -2.63099 -0.83642 0.81995 0.1948
H 1.35857 -2.39041 0.27587 0.2187
H 0.36825 -1.62536 -0.95236 0.2066
H -2.28684 -0.38670 -0.86694 0.1960
O -1.18524 0.57129 0.61770 -0.5260
H -0.04045 -1.47257 0.77648 0.2159
H 1.13829 1.64091 1.02581 0.2489
H -3.20832 0.72190 0.15666 0.1966
C -2.40732 -0.01333 0.14773 -0.2605
H 2.22591 -0.33732 1.10074 0.2130
```